(1)
# C29H68O10S

5 unconnected molecules or ions with the total composition C29H68O10S at a distorted geometry (ωB97M-V/def2-TZVPD, the Open Molecules 2025 dataset).

Last column: Löwdin charge in e.
Element x y z (Å)
S  1.032  -1.839  1.531  0.9532
O  3.763  -6.385  -0.852  -0.1639
O  1.387  -1.498  4.239  -0.1078
O  1.110  -0.444  1.157  -0.3839
O  3.378  -0.732  5.059  -0.0586
O  -5.183  2.317  -2.064  -0.1776
O  0.405  -2.705  0.308  -0.3280
O  5.476  0.645  3.406  -0.0552
O  -7.313  7.368  -1.242  -0.1778
O  7.358  -2.391  1.104  -0.1650
O  -0.241  -1.884  2.594  -0.2693
C  -0.067  2.492  -1.986  -0.1065
C  3.981  -6.193  1.588  -0.0730
C  -6.093  1.066  -3.975  -0.0778
C  -6.120  4.512  -2.673  -0.0771
C  4.490  -0.253  2.905  -0.2356
C  -2.777  0.725  -0.101  -0.1873
C  -2.653  -0.496  -1.045  -0.1787
C  4.808  -7.321  -1.038  -0.2834
C  0.336  -2.693  -2.140  -0.1542
C  1.221  -2.569  -0.874  -0.2261
C  0.084  -1.208  3.817  -0.2630
C  -8.474  7.895  -1.855  -0.2805
C  -1.113  -2.306  -1.912  -0.2099
C  -1.269  -0.829  -1.572  -0.2117
C  -6.259  1.531  -2.537  -0.2802
C  8.636  -2.012  0.630  -0.2813
C  -1.714  1.813  -0.195  -0.2088
C  -4.958  3.537  -2.749  -0.2758
C  4.126  -1.251  3.960  -0.1756
C  9.585  -3.181  0.424  -0.0801
C  4.350  -8.769  -0.999  -0.0805
C  2.085  -0.372  4.749  -0.2489
C  -1.550  2.464  -1.576  -0.2392
C  -6.933  7.965  -0.016  -0.2791
C  3.084  -6.454  0.388  -0.2762
C  -7.972  7.822  1.084  -0.0795
C  -8.357  9.362  -2.234  -0.0797
C  7.334  -3.028  2.368  -0.2813
C  7.857  -2.163  3.504  -0.0735
H  -0.473  -0.491  -0.926  0.0872
H  -7.564  8.170  2.034  0.0760
H  2.315  -5.682  0.343  0.1079
H  5.224  -7.098  -2.021  0.1175
H  3.379  -6.116  2.494  0.0777
H  7.870  -3.983  2.328  0.1081
H  7.675  -2.651  4.462  0.0806
H  -8.620  7.299  -2.756  0.1171
H  4.705  -6.996  1.738  0.0670
H  0.280  1.514  -2.288  0.0524
H  3.627  0.256  2.491  0.1079
H  -6.018  7.454  0.283  0.1184
H  0.739  -1.989  -2.856  0.1133
H  5.048  -1.626  4.383  0.1187
H  -6.435  4.658  -1.640  0.0792
H  -0.604  -1.614  4.549  0.1394
H  -1.636  -2.448  -2.854  0.1148
H  -8.869  8.407  0.875  0.0661
H  9.113  -3.953  -0.186  0.0808
H  -6.671  9.019  -0.166  0.1077
H  -2.042  2.596  0.486  0.1057
H  -5.833  5.478  -3.088  0.0776
H  10.494  -2.845  -0.075  0.0757
H  -2.067  1.891  -2.334  0.0962
H  -2.981  -1.360  -0.474  0.1022
H  -9.220  9.668  -2.825  0.0760
H  2.049  0.460  4.045  0.1328
H  5.460  1.426  2.831  0.0949
H  -2.775  0.355  0.917  0.1001
H  5.611  -7.150  -0.311  0.1072
H  4.929  -0.834  2.090  0.1185
H  3.514  -8.923  -1.683  0.0815
H  -5.122  0.587  -4.110  0.0770
H  3.632  -2.084  3.469  0.1154
H  9.084  -1.261  1.290  0.1092
H  7.357  -1.192  3.500  0.0659
H  -6.154  1.897  -4.680  0.0664
H  1.734  -1.620  -0.899  0.0991
H  6.284  -3.266  2.550  0.1038
H  -7.209  2.063  -2.410  0.1083
H  -3.367  -0.410  -1.855  0.0994
H  9.877  -3.638  1.371  0.0659
H  4.539  -5.265  1.453  0.0738
H  -4.678  3.345  -3.792  0.1111
H  5.167  -9.431  -1.288  0.0756
H  -1.861  3.499  -1.578  0.0884
H  -0.068  -0.143  3.668  0.1302
H  -1.136  -0.305  -2.515  0.1065
H  -1.614  -2.945  -1.195  0.1067
H  0.432  -3.700  -2.520  0.1069
H  -8.272  6.779  1.191  0.0820
H  0.086  3.187  -2.802  0.0636
H  -8.313  10.006  -1.355  0.0661
H  -6.876  0.353  -4.233  0.0759
H  -6.986  4.154  -3.235  0.0685
H  4.022  -9.065  -0.002  0.0659
H  1.959  -3.362  -0.926  0.1091
H  -0.772  1.476  0.206  0.0833
H  -4.084  3.980  -2.270  0.1042
H  8.455  -1.521  -0.326  0.1175
H  1.626  -0.052  5.682  0.1442
H  -7.452  9.533  -2.818  0.0820
H  -6.296  0.663  -1.878  0.1172
H  2.566  -7.414  0.491  0.1092
H  -9.353  7.728  -1.221  0.1083
H  0.549  2.808  -1.155  0.0686
H  8.930  -1.984  3.424  0.0692
H  -3.748  1.168  -0.282  0.0873

Cartesian forces, eV/Å:
0.845 0.013 0.946
-0.087 0.109 -0.121
-0.144 0.050 -0.323
0.004 0.347 -0.391
-0.044 -0.316 -0.145
0.099 -0.015 0.096
-0.587 0.442 0.753
-0.361 0.582 -0.281
0.078 -0.100 -0.060
-0.149 0.024 -0.072
0.346 -0.766 -0.738
-0.397 0.138 0.047
0.072 -0.112 -0.045
0.046 0.145 -0.056
-0.125 -0.210 -0.053
0.600 -0.204 -0.231
0.188 -0.313 -0.335
0.111 0.063 0.760
0.085 -0.081 -0.037
0.007 0.206 0.951
-0.415 -0.315 -1.156
0.049 -0.377 -0.065
-0.082 0.050 -0.076
-0.072 0.247 -0.486
-0.183 -0.111 -0.520
-0.073 -0.090 -0.036
0.110 0.033 -0.071
-0.870 0.475 -0.127
-0.004 0.143 -0.053
0.124 0.186 0.018
-0.036 -0.073 0.147
-0.097 0.025 0.137
0.163 0.060 0.379
1.496 -0.509 0.111
0.028 0.021 0.123
0.048 0.078 0.129
-0.131 0.047 -0.101
0.067 0.044 0.149
-0.009 -0.045 0.156
0.082 0.104 -0.104
0.092 0.078 0.465
0.023 -0.008 0.002
-0.004 -0.008 -0.087
-0.047 0.069 -0.006
-0.004 0.021 0.007
0.025 0.017 0.007
-0.022 -0.010 -0.003
0.060 -0.058 0.025
-0.031 -0.018 0.038
0.119 -0.292 -0.096
-0.299 0.262 0.017
0.007 -0.041 -0.077
0.255 -0.032 -0.427
0.205 -0.093 0.278
0.046 0.079 0.012
-0.375 0.031 -0.003
-0.180 -0.286 -0.190
0.015 0.028 0.032
0.005 0.031 -0.051
-0.040 0.016 0.017
0.023 0.146 0.274
0.017 0.021 0.041
-0.007 0.015 -0.017
-0.541 0.103 -0.197
-0.212 -0.185 0.145
-0.005 -0.017 -0.016
-0.111 0.030 -0.417
0.169 -0.312 0.352
-0.018 -0.049 0.328
-0.014 -0.034 0.025
0.008 -0.105 -0.223
0.032 0.000 -0.050
-0.013 -0.050 0.029
-0.377 -0.169 0.114
0.026 -0.033 0.026
-0.030 -0.015 0.048
-0.039 -0.014 -0.009
0.062 0.366 0.306
-0.021 0.012 -0.069
-0.003 0.012 -0.048
-0.084 0.105 -0.406
0.040 0.023 -0.007
-0.050 0.045 0.000
-0.035 0.000 -0.012
0.011 0.010 -0.019
-0.584 0.146 0.007
0.069 0.273 0.003
0.264 0.334 -0.172
0.078 -0.147 0.358
-0.095 -0.243 -0.251
0.051 -0.018 0.027
0.150 0.103 -0.292
-0.044 0.011 -0.010
0.000 -0.017 0.019
0.011 0.034 -0.034
0.039 -0.023 0.004
0.235 -0.164 0.424
0.465 -0.307 -0.061
0.019 -0.084 0.056
-0.084 -0.004 0.011
-0.025 0.058 0.193
-0.020 -0.024 -0.051
0.060 0.030 0.052
0.022 -0.014 0.034
-0.003 0.044 0.015
0.208 0.178 0.238
0.008 -0.057 0.015
-0.284 0.204 0.043

The calculation puts the LUMO energy at 0.7929 eV. The gap between HOMO and LUMO comes out at 10.33 eV. As for the energy: -2296.17277 Ha. Its HOMO energy is -9.54 eV. As for the net charge: 0.

(2)
# C29H70AsF9O19SV

A molecular structure, C29H70AsF9O19SV at a distorted geometry (ωB97M-V/def2-TZVPD, the Open Molecules 2025 dataset).

Last column: Löwdin charge in e.
Element x y z (Å)
As  14.775  -19.702  -4.984  1.0663
V  15.913  -23.540  -4.775  0.9340
S  15.263  -23.940  -1.175  0.6095
F  13.339  -20.344  -5.860  -0.2752
F  13.669  -19.358  -3.604  -0.2658
F  16.576  -26.290  -1.566  0.1608
F  14.380  -26.362  -1.890  0.1293
F  15.272  -26.221  0.043  0.1689
F  14.469  -18.083  -5.806  -0.2780
F  15.992  -20.228  -6.317  -0.3012
F  15.016  -21.439  -4.430  -0.3157
F  16.179  -19.053  -4.001  -0.2839
O  13.024  -13.831  1.226  -0.1816
O  17.335  -22.903  -4.778  -0.2811
O  8.592  -19.114  -4.692  -0.1923
O  10.507  -16.801  -5.869  -0.1874
O  16.980  -20.511  -0.047  0.0639
O  16.089  -25.143  -4.664  -0.2884
O  12.618  -20.359  0.786  -0.1849
O  16.172  -14.796  -11.059  -0.1847
O  16.400  -14.736  -4.169  -0.1962
O  10.648  -19.083  2.513  -0.1864
O  16.507  -22.066  2.174  -0.1172
O  16.624  -12.259  -2.257  -0.1851
O  15.474  -23.574  -7.037  -0.2324
O  15.269  -23.487  -2.599  -0.3903
O  12.556  -16.134  -0.785  -0.1913
O  17.134  -16.935  -9.100  -0.2008
O  13.897  -23.818  -0.573  -0.3334
O  16.369  -23.395  -0.368  -0.2992
O  13.692  -23.962  -5.074  -0.2780
C  17.368  -14.483  -3.040  -0.0983
C  12.451  -16.965  -1.882  -0.1392
C  15.991  -16.009  -4.407  -0.1689
C  13.180  -23.943  -6.401  -0.1755
C  17.147  -13.925  -11.606  -0.1101
C  11.647  -14.247  1.352  -0.0797
C  16.358  -19.969  1.087  -0.0971
C  14.096  -23.208  -7.322  -0.1464
C  15.948  -14.820  -9.663  -0.2106
C  12.807  -24.693  -4.139  -0.0015
C  9.166  -16.160  -5.821  -0.0529
C  13.895  -14.664  0.465  -0.2040
C  17.743  -12.968  -2.731  -0.2117
C  15.398  -25.843  -1.181  -0.6972
C  16.388  -23.198  -7.998  -0.0905
C  17.572  -19.611  -0.992  0.0461
C  15.857  -16.242  -9.140  -0.1995
C  12.585  -20.478  -0.602  -0.0857
C  16.911  -10.856  -2.180  -0.0994
C  9.846  -18.628  -4.346  -0.2426
C  9.860  -18.808  3.597  -0.1397
C  7.796  -19.488  -3.581  -0.0962
C  12.057  -18.791  2.646  -0.1556
C  15.604  -21.083  1.813  -0.2125
C  13.563  -15.139  -0.952  -0.1788
C  16.919  -18.418  -9.072  -0.0601
C  12.639  -19.041  1.264  -0.2081
C  15.869  -23.166  2.852  -0.0483
C  10.664  -18.171  -5.560  -0.1969
H  18.162  -12.554  -3.648  0.1177
H  11.718  -18.425  -5.456  0.0885
H  16.786  -14.328  -9.168  0.1242
H  11.108  -13.434  1.838  0.0834
H  15.028  -23.579  2.294  0.0949
H  18.128  -14.200  -11.219  0.0933
H  11.495  -17.489  -1.890  0.0803
H  14.779  -21.447  1.201  0.1197
H  15.015  -20.538  2.551  0.1405
H  10.257  -19.324  4.470  0.0831
H  15.681  -19.194  0.728  0.1341
H  8.884  -19.242  3.377  0.0978
H  8.863  -15.941  -4.797  0.0763
H  11.124  -14.455  0.418  0.0827
H  14.992  -14.371  -9.395  0.1221
H  16.561  -24.006  2.778  0.0957
H  8.486  -16.864  -6.302  0.0813
H  12.213  -17.793  3.055  0.1205
H  16.237  -23.748  -8.927  0.1021
H  15.698  -16.093  -5.453  0.0811
H  11.652  -15.099  2.031  0.0758
H  16.882  -12.869  -11.664  0.0789
H  6.778  -19.651  -3.936  0.0859
H  12.774  -25.760  -4.360  0.1054
H  12.467  -19.463  3.400  0.1180
H  13.272  -14.216  -1.453  0.1369
H  15.673  -23.027  3.915  0.0967
H  13.978  -22.125  -7.356  0.1153
H  7.743  -18.738  -2.792  0.0862
H  13.791  -23.432  -8.344  0.1380
H  16.082  -18.824  -9.640  0.0795
H  11.784  -19.902  -1.065  0.0891
H  18.470  -19.245  -0.493  0.1330
H  8.999  -15.249  -6.397  0.0773
H  8.197  -20.441  -3.238  0.0866
H  14.460  -15.481  -1.469  0.1090
H  15.170  -16.345  -3.774  0.0636
H  12.603  -21.506  -0.964  0.0879
H  12.513  -16.555  -2.889  0.0977
H  13.003  -24.932  -6.824  0.1395
H  12.069  -18.357  0.636  0.1147
H  18.340  -14.931  -3.246  0.1134
H  10.412  -18.862  -6.364  0.1234
H  17.858  -10.652  -1.680  0.0792
H  16.849  -14.885  -2.170  0.1023
H  14.816  -14.091  0.361  0.1191
H  11.815  -24.245  -4.189  0.0972
H  16.163  -10.168  -1.785  0.0890
H  17.138  -13.978  -12.695  0.0777
H  17.113  -10.556  -3.208  0.0821
H  15.368  -16.189  -8.167  0.1152
H  17.784  -20.144  -1.918  0.1172
H  10.478  -19.431  -3.968  0.1203
H  16.835  -16.611  -4.069  0.0724
H  17.110  -19.581  1.775  0.1721
H  13.548  -20.031  -0.853  0.0717
H  13.233  -17.722  -1.825  0.0642
H  13.161  -24.449  -3.138  0.0622
H  9.895  -17.746  3.839  0.0871
H  9.725  -17.790  -3.659  0.1126
H  15.313  -16.739  -9.944  0.1176
H  16.924  -18.695  -8.018  0.0625
H  16.908  -18.805  -1.303  0.1146
H  17.825  -18.712  -9.603  0.0783
H  13.669  -18.715  1.122  0.1023
H  12.242  -23.389  -6.389  0.1402
H  14.128  -15.526  1.090  0.1131
H  17.400  -23.308  -7.609  0.1066
H  18.562  -12.865  -2.019  0.1177
H  16.270  -22.154  -8.291  0.0926

Cartesian forces, eV/Å:
0.289 0.455 -1.386
-1.085 -3.018 1.248
-1.648 0.774 0.869
1.543 0.573 0.550
1.515 -0.355 -1.451
0.287 -0.101 -1.134
0.729 0.106 -0.164
-0.652 -0.601 2.330
0.645 -2.525 1.427
-2.057 1.046 1.836
-0.172 1.197 0.097
-1.923 -1.083 -1.180
-0.833 0.216 -1.322
0.369 0.008 -0.253
-1.078 0.325 -0.563
-0.476 1.897 -0.437
0.365 0.028 -0.491
0.322 2.379 -0.343
-1.529 -1.100 2.065
-0.444 -0.018 -0.786
1.872 4.499 1.372
1.673 0.027 -1.715
-0.674 0.194 1.389
-0.359 0.685 0.611
-1.709 -0.239 1.874
0.408 -0.304 0.155
0.191 1.373 -0.441
-1.901 -0.710 -0.097
2.599 0.007 -1.131
-1.351 -1.019 -1.238
-0.740 -0.478 0.200
-1.415 0.777 -0.585
-0.121 -1.684 -0.977
0.725 -1.356 0.952
-0.312 0.390 0.298
-0.497 -0.192 -0.527
0.832 0.208 0.448
-0.787 -1.055 0.098
0.586 0.700 -0.667
1.235 -0.183 0.238
0.499 1.272 -0.200
0.518 -2.134 -0.206
0.881 -0.114 0.413
-1.166 -1.194 -1.083
-0.009 1.537 -0.901
1.067 1.021 -1.430
-0.358 -0.459 -0.595
1.139 -0.167 -1.256
1.165 0.818 -0.361
0.978 -0.222 -1.311
1.357 0.049 -0.441
0.271 -0.314 1.046
0.174 -0.479 -0.704
-1.090 -1.554 0.146
-0.491 0.578 -1.504
-0.807 0.833 1.963
1.730 2.071 0.033
0.023 0.901 -0.804
0.908 -1.307 -0.872
-1.392 -0.171 0.141
-0.293 0.336 -0.415
0.136 0.813 0.532
-0.085 0.362 0.282
0.240 0.087 0.062
-0.488 0.698 0.006
0.116 0.591 0.014
-0.104 0.002 0.414
0.175 -0.493 -0.511
0.361 -0.060 1.100
-0.067 -0.197 0.452
0.065 0.459 0.208
-0.152 0.561 0.141
0.036 -0.241 0.082
0.376 -0.212 -0.085
-0.004 0.454 -0.134
0.404 0.230 0.138
-0.353 -0.153 0.411
0.103 0.408 -0.541
0.112 -0.477 0.094
0.314 -0.268 0.166
-0.425 -0.352 -0.158
0.051 0.487 1.644
0.077 -0.012 -0.126
0.238 0.111 -0.015
0.168 -0.352 0.138
-0.716 -0.210 -0.665
-0.185 0.632 -0.135
0.310 0.220 0.933
0.326 0.104 0.105
0.439 -0.760 -0.246
-0.369 0.567 0.149
-0.135 -0.007 0.015
0.162 0.216 -0.039
1.322 0.108 -0.135
-0.146 -0.040 0.643
0.107 -0.438 0.143
-0.540 0.161 0.113
-0.179 -0.060 0.572
0.166 0.826 0.088
0.075 -0.358 0.487
-0.198 -0.114 -0.439
-0.152 -0.613 -0.064
-0.651 0.190 -0.596
0.082 -0.217 0.534
0.443 -0.230 0.322
0.054 0.203 0.196
-0.122 -0.088 -0.368
-0.457 -0.903 0.213
0.142 -1.415 -0.189
-0.141 0.413 -0.249
-0.150 -0.489 0.054
0.203 -0.394 0.404
-0.120 -0.212 0.897
0.019 -1.052 -0.875
0.464 0.284 -0.070
0.182 0.158 -1.275
0.137 -0.255 -0.141
0.219 -0.415 -0.233
-0.616 0.284 -0.022
0.337 -0.031 0.425
-0.814 -0.304 0.477
-0.187 -0.430 -0.241
-0.245 0.254 0.580
0.026 -0.630 0.373
0.414 0.591 0.570
-0.276 -0.089 -0.112
0.060 -0.453 0.010
-0.179 -0.250 -0.031
0.137 -0.662 0.378
-0.070 0.321 0.306

The calculation puts the LUMO energy (alpha / beta) at -0.4997 / -5.8806 eV. The gap between HOMO and LUMO (alpha / beta) comes out at 8.65 / 3.27 eV. As for the energy: -7052.85512 Ha. Its HOMO energy (alpha / beta) is -9.15 / -9.15 eV. Its spin multiplicity is 2. As for the net charge: 0.